1.
33
Properties=species:S:1:pos:R:3 method="wB97M-V/def2-TZVPD" lumo_energy_ev=-9.249 total_charge=+2 homo_energy_ev=-15.544 spin_multiplicity=1
H -2.798 -3.272 0.782
H 2.582 -2.222 -0.142
H -0.027 3.138 0.814
N -0.682 0.174 -3.444
H 0.568 5.076 -1.091
H -2.442 -3.199 2.573
H -0.784 0.530 -5.552
N 1.654 -0.329 -2.560
C 3.226 -1.891 -2.291
H -3.330 -0.538 -5.257
H -2.242 -1.735 1.530
Zr 0.000 0.000 0.000
H -3.458 -1.108 -2.542
C 2.668 -0.979 -3.186
H 1.039 3.580 -3.384
C -2.169 -2.838 1.573
H 2.915 -0.742 -4.220
I 1.074 0.021 2.647
N 1.534 -0.786 -1.289
C 0.774 3.262 -2.377
B 0.709 0.755 -3.136
H 1.192 1.212 -4.150
C -1.298 0.162 -4.664
C 0.225 3.032 -0.240
H -1.132 -3.351 1.384
C 2.480 -1.727 -1.108
N -1.498 -0.336 -2.483
C -2.636 -0.666 -3.109
C 0.529 3.995 -1.216
C -2.570 -0.373 -4.493
H 4.060 -2.569 -2.466
N 0.287 1.804 -0.794
N 0.623 1.941 -2.106

***

2.
18
Properties=species:S:1:pos:R:3 method="wB97M-V/def2-TZVPD" lumo_energy_ev="3.285 / 2.803" total_charge=-1 homo_energy_ev="-2.714 / -2.686" relative_energy_kj_mol=83.9 s_squared=0.756 spin_multiplicity=2
H 2.579 2.043 -0.827
H 0.308 0.822 -0.069
S -2.136 -0.088 -0.999
H 3.717 2.049 0.529
C 1.954 -0.551 -0.502
H 3.780 -0.233 0.177
H -4.457 -1.427 1.000
C -0.535 -0.935 -0.828
C 0.634 -0.008 -0.691
H -4.484 0.070 0.434
H 1.979 2.019 0.804
N 2.866 0.222 0.160
H -0.400 -1.722 -1.581
C 2.765 1.668 0.161
H -5.219 -0.217 1.897
O 2.279 -1.689 -0.732
N -5.028 -0.584 0.970
H -0.605 -1.439 0.097

***

3.
70
Properties=species:S:1:pos:R:3 method="wB97M-V/def2-TZVPD" lumo_energy_ev=-1.891 total_charge=+1 homo_energy_ev=-10.832 spin_multiplicity=1
H 1.545 -5.233 -4.621
H 0.368 -3.790 0.157
H -2.112 0.368 -6.800
H 3.995 -5.110 -4.389
H 1.095 -0.734 4.839
H -3.578 1.842 0.737
C -1.001 1.439 0.459
O 0.065 1.080 -0.105
H 1.131 -4.610 1.538
H -2.014 -0.472 -2.603
H 1.605 -0.493 -4.880
C 1.998 -4.394 -4.116
C 0.165 4.185 2.686
S 1.524 -2.250 1.428
H 0.337 0.086 -6.912
C -2.220 -0.043 -4.704
C 1.357 -0.701 3.781
C -0.810 -3.833 1.970
C -2.167 3.896 3.028
C 1.393 3.186 0.793
H -4.178 2.201 2.366
C 1.198 -3.389 -3.601
S 0.781 -1.022 -2.163
H -2.239 0.338 3.019
C -2.249 3.041 1.938
S -1.939 -2.401 1.819
H 0.125 -3.437 -3.713
C 1.786 -2.322 -2.939
C -1.557 0.113 -5.911
H -1.143 -2.311 4.089
C 0.533 -0.380 -4.839
O -1.930 0.585 0.537
H 2.231 -0.058 3.663
C 1.672 -2.102 3.254
H -1.373 -4.677 1.566
H -0.807 -2.494 -1.752
H -3.288 0.092 -4.648
H 1.189 3.212 -0.275
H 0.140 5.332 5.060
C 3.956 -3.250 -3.331
C -0.183 -0.046 -5.976
H -2.851 -1.875 3.944
H 2.090 3.981 1.046
C 3.162 -2.244 -2.803
H 1.025 -2.858 3.693
H -4.162 3.459 1.139
H 3.605 -1.405 -2.286
C 3.375 -4.327 -3.980
H 2.708 -2.343 3.501
H 1.864 2.225 1.012
C -1.857 -1.719 3.521
H -1.472 4.767 5.507
H -1.558 0.085 4.639
H -1.290 6.228 4.540
C -0.885 5.232 4.718
H -0.667 -4.013 3.035
C -0.956 4.417 3.466
C -1.512 -0.375 -3.558
H -3.074 4.142 3.562
H 5.028 -3.194 -3.225
C -1.067 2.677 1.260
Mg -0.509 -0.699 0.363
S 0.073 0.256 2.891
C -1.524 -0.245 3.600
H 1.106 4.645 2.956
C -0.144 -0.563 -3.644
C -3.618 2.593 1.517
C 0.132 3.349 1.580
C 0.520 -3.756 1.235
N -0.255 -1.816 -1.239

***

4.
50
Properties=species:S:1:pos:R:3 method="wB97M-V/def2-TZVPD" lumo_energy_ev="-8.025 / -10.942" total_charge=+2 homo_energy_ev="-12.297 / -14.051" relative_energy_kj_mol=551.6 s_squared=6.051 spin_multiplicity=5
H -3.341 3.073 3.166
C -0.918 -2.960 0.724
P -0.448 -1.291 -0.134
H -0.832 -2.824 1.808
P 1.183 -0.303 -2.757
C -0.013 -1.986 -2.627
C -1.140 -1.390 -1.880
H -2.969 -1.372 -0.350
H 2.263 -2.284 -3.916
H 3.492 -0.645 -2.387
H -1.703 2.939 4.784
C -1.253 1.915 0.713
H 1.127 1.307 2.894
C 0.418 0.695 2.315
H -0.360 2.782 3.652
H 3.669 -2.919 -3.130
H 0.861 1.728 0.493
H 4.471 0.278 -0.537
C -1.470 0.979 3.965
C 3.096 -1.997 -3.272
H -0.151 -2.489 -3.568
H 0.671 1.202 -4.586
Os 2.338 -1.122 -1.346
C -1.379 2.472 3.839
H 0.597 -2.634 -1.947
I 2.920 -3.556 -0.604
H -1.054 -0.871 2.911
C -2.302 3.117 2.751
C 0.026 1.475 1.129
H -2.583 -0.920 1.296
H 3.365 1.415 -1.152
H -2.184 0.620 4.701
H -1.357 -0.363 -2.151
H -1.489 1.615 -0.304
H 3.686 -1.326 -3.887
C -0.860 0.167 3.153
C 0.930 1.259 -3.523
H 3.016 0.556 0.397
H 1.899 1.772 -3.394
H -0.275 -3.783 0.383
H 0.947 -0.235 2.063
C -2.271 -0.790 0.261
H -2.068 -1.938 -1.929
H -2.501 0.239 -0.015
H -3.259 2.665 0.883
H -2.028 4.185 2.769
H 0.136 1.789 -2.968
C -2.331 2.493 1.421
H -1.975 -3.212 0.523
C 3.402 0.472 -0.628

***

For each record above, in turn, the calculated molecular weight values are 447.20, 134.20, 569.16, 590.49 g/mol.